A cluster of 14 separate species, C48H68O42 in total, computed with the ωB97M-V functional and the def2-TZVPD basis.

* molar mass: 1317.030 g mol⁻¹
* E_LUMO: 0.1 eV
* spin multiplicity: 1
* gap between HOMO and LUMO: 10.39 eV
* HOMO energy: -10.32 eV
* largest force on an atom: 2.6 eV/Å

CARTESIAN COORDINATES (ANGSTROEM)
C  3.70858  -3.08740  -0.81359
C  2.26992  -3.49974  -1.09996
O  2.23059  -4.88631  -0.80607
C  3.27034  -5.20349  -0.04485
O  3.32949  -6.25311  0.51959
O  4.16733  -4.17646  -0.00034
H  3.77675  -2.12223  -0.31005
H  4.32454  -2.96613  -1.70526
H  1.90885  -3.28625  -2.10650
H  1.46476  -3.07578  -0.49340
C  1.37067  0.34513  -0.24797
C  0.41344  -0.38087  -1.21013
O  -0.86227  -0.08643  -0.68860
C  -0.77628  0.97387  0.07040
O  -1.74076  1.52047  0.53237
O  0.50013  1.39567  0.22030
H  2.18179  0.81424  -0.78909
H  1.63211  -0.33940  0.55298
H  0.61681  -1.44737  -1.20188
H  0.61028  -0.03399  -2.22285
C  6.10949  1.54840  -0.43737
C  4.66794  1.98790  -0.78103
O  4.22223  2.54628  0.43995
C  5.24757  2.81387  1.24101
O  5.17233  3.40979  2.27498
O  6.35434  2.16334  0.81732
H  6.72634  1.90161  -1.26234
H  6.12705  0.45931  -0.42705
H  4.08342  1.09136  -0.96352
H  4.73729  2.70308  -1.59778
C  -1.01598  4.31747  -0.93154
C  -1.65003  3.43567  -1.98640
O  -0.47347  2.82943  -2.53642
C  0.61084  3.56072  -2.25487
O  1.71803  3.30634  -2.63781
O  0.27297  4.61002  -1.48907
H  -0.93945  3.82961  0.03574
H  -1.56547  5.23927  -0.74457
H  -2.28114  3.80280  -2.79658
H  -2.20200  2.61563  -1.52339
C  -4.53445  1.14865  -4.27894
C  -4.65067  -0.35136  -4.52490
O  -3.53445  -0.85007  -3.83609
C  -2.59367  0.11950  -3.75245
O  -1.45775  -0.04969  -3.43664
O  -3.13095  1.31764  -4.04028
H  -5.06049  1.46607  -3.37783
H  -4.87866  1.72553  -5.13392
H  -4.73460  -0.54002  -5.59738
H  -5.58502  -0.68108  -4.07057
C  -0.77408  -3.56795  -5.11974
C  0.03265  -2.30285  -4.74413
O  1.35032  -2.80725  -4.81972
C  1.35239  -4.12571  -4.62573
O  2.31812  -4.83153  -4.66303
O  0.09053  -4.61747  -4.69466
H  -1.06757  -3.64412  -6.16435
H  -1.65387  -3.56906  -4.47188
H  -0.17916  -1.83985  -3.78798
H  -0.20217  -1.65975  -5.59302
C  2.25688  4.46151  1.72614
C  1.97779  3.18810  2.54621
O  0.60443  3.33147  2.85182
C  0.03017  4.35080  2.23846
O  -1.14056  4.60242  2.22337
O  0.96016  5.06336  1.54844
H  2.59047  4.12709  0.75162
H  2.88617  5.12308  2.31166
H  2.56158  3.15607  3.46506
H  2.15991  2.25083  2.02265
C  1.25947  -3.68056  4.36897
C  2.02777  -4.17458  3.14921
O  1.63715  -3.20429  2.14618
C  0.67059  -2.38776  2.62372
O  0.06519  -1.59153  1.96714
O  0.43483  -2.58435  3.92592
H  1.91566  -3.26796  5.13388
H  0.59091  -4.42418  4.79794
H  1.78504  -5.18789  2.84838
H  3.06852  -3.90063  3.31181
C  -1.56186  -3.96012  -1.76241
C  -1.92516  -5.13926  -0.85887
C  -0.83978  -6.14921  -0.50838
O  -0.95498  -6.32551  0.90198
C  -1.66178  -5.30316  1.40276
O  -1.76868  -5.04172  2.56323
O  -2.18855  -4.54858  0.42156
H  -2.52371  -3.53821  -2.05928
H  -1.16890  -4.35337  -2.70331
H  -0.92573  -3.23497  -1.26381
H  -2.77461  -5.67237  -1.29243
H  0.15600  -5.79598  -0.78331
H  -0.88612  -7.04459  -1.12897
C  4.25098  -0.78669  5.52409
C  5.18038  -0.07477  4.54676
C  6.13721  -1.03326  3.78561
O  5.67972  -0.96234  2.43913
C  4.64438  -0.14102  2.32824
O  4.01260  0.01133  1.31802
O  4.34082  0.40503  3.49902
H  3.48543  -0.13915  5.94348
H  4.82496  -1.27254  6.31888
H  3.76342  -1.65938  5.07904
H  5.77698  0.67915  5.05652
H  6.13554  -2.03763  4.20867
H  7.17444  -0.69988  3.76778
C  0.60247  1.58531  -5.96973
C  1.97683  1.08614  -5.60299
C  2.97808  2.04356  -4.90000
O  3.46694  1.26251  -3.80482
C  2.72776  0.17655  -3.66817
O  2.88985  -0.66810  -2.82708
O  1.81231  0.06024  -4.62080
H  -0.01549  0.87915  -6.51632
H  0.67937  2.53198  -6.51357
H  0.07509  1.90219  -5.06481
H  2.46080  0.69551  -6.50364
H  2.45960  2.96055  -4.62464
H  3.82665  2.22660  -5.55413
C  -4.09643  -1.61646  1.48544
C  -4.12820  -0.44667  0.50795
C  -3.87588  -0.94021  -0.95245
O  -4.94046  -0.39051  -1.71650
C  -5.89361  0.13062  -0.90223
O  -6.89151  0.61349  -1.33613
O  -5.56429  -0.13778  0.35294
H  -4.56564  -2.47825  1.01201
H  -4.71836  -1.41112  2.35690
H  -3.07832  -1.85138  1.79701
H  -3.76466  0.49251  0.90531
H  -3.91240  -2.02788  -1.05103
H  -2.94417  -0.69868  -1.46095
C  -4.02709  5.93276  1.61736
C  -4.37472  4.48415  1.31861
C  -4.23559  3.43917  2.43519
O  -5.40583  2.66223  2.28304
C  -6.31425  3.28478  1.51311
O  -7.42581  2.90851  1.34049
O  -5.76210  4.40039  0.98471
H  -3.02044  6.04157  2.01699
H  -4.60838  6.32213  2.46353
H  -4.31269  6.62073  0.82410
H  -3.86584  4.18227  0.39618
H  -4.17858  3.91063  3.41703
H  -3.34240  2.85641  2.21419
C  -0.12870  1.22174  4.86806
C  -1.54817  1.51497  4.41859
C  -2.24422  0.37095  3.68960
O  -3.47545  0.22893  4.41602
C  -3.49290  0.99814  5.50729
O  -4.30726  0.99071  6.37368
O  -2.39756  1.79912  5.50444
H  0.37463  0.75408  4.02075
H  -0.11808  0.50357  5.69054
H  0.28693  2.16519  5.21526
H  -1.53486  2.33189  3.69263
H  -1.75518  -0.60579  3.73841
H  -2.50276  0.55218  2.64896

Force components x, y, z for each atom (eV/Å):
-0.4506 0.4102 -0.1633
-1.1853 0.5945 -0.4877
-0.2520 0.1324 -0.7670
0.1899 -0.1388 0.3058
0.7194 0.3394 0.1883
-0.0456 -0.4174 0.3041
-0.0407 -0.2752 0.4906
-0.0884 -0.5157 -0.1041
0.5895 -0.3720 -0.2994
0.6463 0.3897 0.5889
-1.0156 -0.3483 -0.8369
2.0339 -0.3195 -0.2157
-0.0445 -0.8388 -0.7402
-0.0353 1.0302 0.6368
0.2548 0.3461 0.2490
-0.4345 -0.0758 0.5128
0.1726 -0.1770 0.3197
0.3701 0.4814 0.2471
-0.4112 -0.0241 0.0900
-0.9136 0.1972 0.0083
-1.1428 -0.2213 -1.1650
1.0344 -0.9564 0.2176
-0.5769 1.1777 -0.4836
0.0854 -0.8290 0.8070
0.0539 0.0844 -0.3350
0.6260 0.1858 -0.1475
0.6669 0.1329 0.5823
0.4535 0.0506 0.6575
-0.2167 0.3796 -0.4702
-0.8430 0.1203 0.1134
-1.0425 1.0645 -0.0666
-0.1197 -1.3287 0.5082
0.3870 -0.5552 -0.6993
-0.2019 0.2604 0.2038
-0.1807 0.0576 0.1453
0.2715 -0.1970 0.2170
0.2330 -0.2952 -0.2443
0.2217 0.1487 -0.1908
0.3512 0.6835 0.1286
-0.1061 0.1888 0.0443
-0.4638 0.0566 0.1841
-1.8482 1.3115 0.2450
1.0652 -0.7433 -0.8157
-0.4898 0.3348 -0.0456
-0.1066 -0.1264 -0.0471
0.3239 0.0325 -0.2850
-0.0542 -0.0680 -0.1288
0.3371 0.1825 0.0146
0.8358 -0.5274 0.0372
0.2948 -0.3732 0.1485
-0.5287 0.6267 2.0936
-1.0129 -0.8688 -1.7828
0.8117 0.6960 0.5424
0.5405 -1.2880 -2.1104
-0.2421 0.5675 0.9660
-0.2814 -0.1013 0.0991
0.3515 -0.1387 -0.0656
-0.2148 -0.2967 -0.4560
-0.0372 -0.1118 -0.0166
0.6920 0.7742 0.4695
-0.4443 -0.8770 0.0856
0.5275 0.3866 0.1219
-0.9127 -0.8610 0.8472
0.6764 0.6525 -0.9796
0.1012 -0.1210 0.3702
-0.3591 -0.2489 0.4736
0.4983 0.7347 -0.0487
0.2506 0.2184 -0.5741
-0.1520 0.0781 0.0762
-0.2156 0.1308 -0.1945
-0.6465 0.0352 0.8921
0.1272 1.8173 0.2569
-0.6681 -0.1215 -0.2383
-0.5279 -0.0660 -0.1165
0.3347 0.1370 -0.2793
0.5857 -0.4984 -0.4393
0.0133 -0.2230 0.0898
0.0959 -0.0317 0.0241
0.2954 0.0326 -0.1989
0.2798 -1.1149 -0.1669
-0.8723 -1.2593 -0.5916
0.7889 0.6188 -0.1012
0.9384 0.3790 -1.3427
0.0511 -0.4834 -0.3257
0.0160 0.5407 0.4142
0.1157 -0.2130 -0.1169
-0.7244 -0.3836 0.0937
0.1537 0.5702 0.1894
0.4912 0.1127 0.2979
0.0959 -0.0240 -0.0778
-0.3753 0.2279 0.4760
0.0494 0.4209 0.5769
-0.6289 -0.4854 0.7534
0.5139 -0.8000 0.2747
-0.1429 -1.5108 0.2887
0.3854 0.6693 0.3727
0.4077 -0.8630 -0.1989
-0.7184 -0.4859 -0.3523
0.3433 0.0232 0.3150
-0.0739 1.2287 0.1690
0.1163 0.1260 0.0136
0.1084 0.4953 0.2353
-0.1384 0.3037 -0.5041
-0.4320 0.5514 -0.3225
-0.3354 -0.1756 -0.4270
-0.0540 0.1542 0.1925
-0.0512 1.4841 0.6977
0.0724 0.1016 -0.3325
-0.5810 -0.2292 -1.2071
0.0573 0.8862 0.1143
0.1740 -1.3180 0.1781
0.0879 0.3625 0.3523
-0.1142 -0.2074 -0.3214
0.2067 -0.1247 -0.0710
0.1111 -0.2656 -0.4465
-0.0461 -0.3971 0.1318
-0.0289 -0.4696 0.2231
0.4558 -0.1234 0.5446
-0.0047 0.2501 0.0667
-0.0482 0.3288 0.0577
-2.0593 -1.4310 -0.5506
0.8719 0.2222 -0.0584
0.1570 0.5223 -0.2112
0.1168 -1.1894 -0.1765
-0.0097 0.3280 0.2144
-0.5074 0.7028 0.6144
0.2648 -0.1030 -0.0812
0.2732 0.3094 0.1204
-0.0167 -0.1129 -0.0350
0.9037 -0.1731 -0.4762
-0.3617 -0.0330 0.5226
0.0179 0.5005 0.5910
-0.5577 0.1693 1.4149
-0.0759 0.6858 -0.5072
0.6615 0.7974 -0.8456
0.1074 -0.7475 0.5410
-0.0128 0.2526 -0.0344
0.0579 0.1146 -0.0797
-0.6975 0.0920 -0.0796
0.3062 -0.0435 -0.7761
-0.3573 -0.4702 0.0145
0.5404 -0.2310 -0.3860
0.3244 -0.2047 0.2318
-0.1058 -0.1883 0.0945
-0.0855 -0.2498 0.3849
-0.7574 -0.1462 0.1765
0.5047 -0.2980 -1.3217
-0.6356 -0.9769 0.3630
-0.5945 -0.4095 -0.1365
0.4787 0.1821 0.1025
-0.0720 -0.0120 -0.2368
-0.2077 0.4319 0.6186
0.4087 0.3892 0.0353
-0.1372 -0.0165 0.0089
0.5083 -0.1724 -0.1884
0.0277 0.4181 0.5032
0.2984 0.2117 0.0762
0.2058 0.2938 0.0646

Löwdin atomic charge list, values in e, 2 entries: -0.082, -0.120